No. 1
{
  "formula": "C5H10N3O",
  "method": "wB97M-V/def2-TZVPD",
  "spin_multiplicity": 1,
  "e_tot_ha": -435.6239,
  "smiles": "[H]/N=N/C=[NH+]\\C(O)=C/CC",
  "total_charge": 1,
  "symbols": ["C", "C", "C", "C", "C", "N", "N", "N", "O", "H", "H", "H", "H", "H", "H", "H", "H", "H", "H"],
  "xyz": [[-0.470, -1.979, -0.623], [0.754, -0.053, -1.501], [-0.153, 1.461, 1.768], [0.589, 0.945, -0.629], [-0.542, 1.175, 0.306], [-0.491, -1.961, 0.679], [-0.871, -1.369, 1.728], [-0.067, -1.199, -1.603], [1.657, -0.063, -2.540], [-0.886, -2.903, -1.076], [-0.922, 1.962, 2.239], [0.805, 2.117, 1.767], [-0.004, 0.483, 2.361], [-0.414, -1.779, 2.632], [1.325, 1.851, -0.736], [-1.179, 1.962, -0.074], [-1.164, 0.145, 0.313], [-0.027, -1.616, -2.477], [2.060, 0.820, -2.534]]
}

No. 2
{
  "formula": "C6H16FNSi",
  "method": "wB97M-V/def2-TZVPD",
  "spin_multiplicity": 1,
  "e_tot_ha": -682.4277,
  "smiles": "C[Si](C)(N)F.C=C(C)C",
  "symbols": ["C", "C", "C", "C", "C", "C", "N", "F", "Si", "H", "H", "H", "H", "H", "H", "H", "H", "H", "H", "H", "H", "H", "H", "H", "H"],
  "xyz": [[2.506, -0.138, 1.527], [2.306, -1.413, -0.643], [2.154, 1.055, -0.624], [-1.133, 1.044, 1.056], [-3.710, 0.699, -0.754], [2.308, -0.078, 0.042], [-1.191, -1.054, -1.028], [-2.799, -1.281, 1.017], [-2.195, -0.140, 0.033], [1.760, -0.792, 1.977], [3.490, -0.551, 1.753], [2.433, 0.846, 1.979], [1.455, -2.001, -0.301], [3.216, -1.962, -0.402], [2.240, -1.301, -1.721], [-1.567, -1.904, -1.419], [2.151, 2.017, -0.140], [2.028, 1.064, -1.695], [-1.474, 1.066, 2.086], [-0.095, 0.734, 1.055], [-1.171, 2.061, 0.677], [-4.256, 1.308, -0.044], [-3.425, 1.338, -1.585], [-4.401, -0.048, -1.136], [-0.630, -0.567, -1.707]]
}

No. 3
{
  "formula": "C5H6O2",
  "method": "wB97M-V/def2-TZVPD",
  "spin_multiplicity": 1,
  "e_tot_ha": -344.4986,
  "smiles": "O=CCC#CCO",
  "symbols": ["O", "C", "C", "C", "C", "C", "O", "H", "H", "H", "H", "H", "H"],
  "xyz": [[0.235, 0.916, -2.391], [-1.021, 1.085, -1.742], [-0.833, 0.493, -0.431], [-0.508, -0.068, 0.573], [-0.061, -0.865, 1.694], [1.401, -0.662, 1.461], [2.083, -1.599, 1.173], [0.597, 0.020, -2.150], [-1.851, 0.591, -2.276], [-1.259, 2.159, -1.668], [-0.334, -1.931, 1.600], [-0.309, -0.485, 2.680], [1.861, 0.347, 1.477]]
}

No. 4
{
  "formula": "C5H16N2O",
  "method": "wB97M-V/def2-TZVPD",
  "spin_multiplicity": 1,
  "e_tot_ha": -384.8118,
  "smiles": "CCNCCCN.O",
  "symbols": ["C", "N", "C", "C", "C", "N", "C", "H", "H", "H", "H", "H", "H", "H", "H", "H", "H", "H", "H", "H", "H", "H", "H", "O"],
  "xyz": [[0.933, 1.057, -0.763], [0.770, 0.257, 0.456], [-0.624, -0.197, 0.709], [-1.095, 0.258, 2.082], [-2.620, 0.311, 2.239], [-3.337, -0.691, 1.449], [2.336, 0.898, -1.351], [0.772, 2.083, -0.458], [0.206, 0.669, -1.479], [1.348, -0.559, 0.393], [-1.286, 0.120, -0.093], [-0.565, -1.284, 0.794], [-0.575, -0.312, 2.855], [-0.710, 1.221, 2.296], [-2.945, 0.172, 3.260], [-2.928, 1.331, 1.988], [-4.211, -0.998, 1.837], [-3.435, -0.429, 0.479], [2.326, 1.309, -2.366], [3.010, 1.616, -0.864], [2.648, -0.138, -1.328], [3.827, -1.808, -3.346], [2.316, -1.925, -3.645], [3.116, -1.451, -3.883]]
}

No. 5
{
  "formula": "C15H36IN2O5P",
  "method": "wB97M-V/def2-TZVPD",
  "spin_multiplicity": 1,
  "e_tot_ha": -1717.7160,
  "smiles": "O=C(COO)OCP(O)I.CCN(CC)CC.CCN(CC)CC",
  "symbols": ["O", "C", "C", "O", "O", "O", "C", "P", "O", "I", "H", "H", "H", "H", "H", "H", "C", "C", "N", "C", "C", "C", "C", "H", "H", "H", "H", "H", "H", "H", "H", "H", "H", "H", "H", "H", "H", "H", "C", "C", "N", "C", "C", "C", "C", "H", "H", "H", "H", "H", "H", "H", "H", "H", "H", "H", "H", "H", "H", "H"],
  "xyz": [[-4.817, 2.903, 2.309], [-3.722, 3.077, 1.699], [-3.861, 3.835, 0.311], [-2.870, 3.555, -0.691], [-2.259, 4.744, -1.041], [-2.578, 2.624, 2.374], [-1.618, 1.898, 1.597], [-2.095, 0.181, 0.976], [-1.052, -0.048, -0.401], [-4.339, 0.004, 0.035], [-4.882, 3.528, -0.132], [-3.920, 4.964, 0.522], [-1.965, 4.607, -1.969], [-1.138, 2.492, 0.725], [-0.717, 1.717, 2.304], [-0.946, -1.022, -0.541], [-0.408, -5.779, -3.937], [-1.624, -4.936, -3.575], [-1.320, -3.521, -3.383], [-2.412, -2.776, -2.759], [-3.721, -2.653, -3.536], [-0.661, -2.847, -4.497], [-1.367, -2.855, -5.852], [0.392, -5.660, -3.200], [-0.685, -6.837, -3.961], [-0.014, -5.526, -4.924], [-2.023, -5.338, -2.637], [-2.401, -5.086, -4.334], [-2.060, -1.771, -2.499], [-2.635, -3.249, -1.795], [-3.637, -1.943, -4.358], [-4.505, -2.277, -2.873], [-4.064, -3.611, -3.931], [0.329, -3.295, -4.628], [-0.448, -1.810, -4.217], [-1.764, -3.838, -6.113], [-0.656, -2.576, -6.636], [-2.180, -2.130, -5.890], [5.772, 0.777, 4.495], [4.988, 1.566, 3.455], [3.591, 1.159, 3.340], [2.926, 1.704, 2.159], [2.759, 3.221, 2.076], [2.806, 1.196, 4.570], [2.705, 2.529, 5.310], [5.704, -0.299, 4.312], [6.829, 1.057, 4.455], [5.423, 0.980, 5.511], [5.481, 1.400, 2.490], [5.083, 2.637, 3.672], [1.943, 1.234, 2.049], [3.489, 1.378, 1.276], [1.976, 3.578, 2.745], [2.460, 3.500, 1.062], [3.684, 3.756, 2.299], [3.222, 0.456, 5.261], [1.795, 0.829, 4.365], [3.668, 3.038, 5.394], [2.343, 2.356, 6.328], [1.996, 3.205, 4.833]]
}

No. 6
{
  "formula": "C13H23BrClINbO5",
  "method": "wB97M-V/def2-TZVPD",
  "spin_multiplicity": 1,
  "e_tot_ha": -4274.1836,
  "total_charge": -1,
  "symbols": ["C", "C", "C", "I", "Nb", "Br", "C", "C", "O", "Cl", "H", "H", "H", "H", "H", "H", "H", "H", "H", "H", "H", "O", "C", "O", "C", "C", "C", "H", "H", "H", "H", "H", "H", "O", "C", "O", "C", "C", "C", "H", "H", "H", "H", "H", "H"],
  "xyz": [[-2.385, 1.288, -2.751], [-0.867, 1.320, -2.842], [-0.102, 1.512, -1.538], [-0.952, 3.114, -0.377], [2.162, 1.784, -1.996], [1.904, 4.307, -2.471], [2.432, -0.453, -1.876], [2.153, -1.219, -3.063], [1.211, -1.927, -3.311], [3.432, -1.121, -4.325], [-2.710, 0.690, -1.905], [-2.790, 2.287, -2.648], [-2.805, 0.864, -3.660], [-0.533, 0.364, -3.243], [-0.566, 2.075, -3.565], [-0.189, 0.627, -0.915], [1.919, 1.394, -3.776], [3.973, 1.981, -2.291], [2.527, 1.851, -0.173], [1.780, -0.835, -1.097], [3.477, -0.605, -1.624], [0.561, -1.678, 0.750], [-0.044, -2.681, 0.529], [-0.945, -3.193, 1.411], [-1.461, -4.442, 0.926], [-1.239, -4.414, -0.586], [0.034, -3.573, -0.697], [-0.907, -5.251, 1.408], [-2.506, -4.509, 1.216], [-1.162, -5.409, -1.020], [-2.066, -3.895, -1.071], [0.940, -4.175, -0.613], [0.104, -2.967, -1.596], [-1.980, 3.857, 2.788], [-1.221, 3.197, 3.424], [-0.575, 3.679, 4.522], [0.374, 2.714, 5.003], [-0.113, 1.364, 4.478], [-0.770, 1.772, 3.158], [1.358, 2.975, 4.607], [0.400, 2.780, 6.088], [0.689, 0.637, 4.372], [-0.860, 0.951, 5.157], [-0.062, 1.802, 2.327], [-1.617, 1.161, 2.867]]
}

No. 7
{
  "formula": "C42H36Br2N4O7PdSSi",
  "method": "wB97M-V/def2-TZVPD",
  "spin_multiplicity": 3,
  "e_tot_ha": -8331.5790,
  "total_charge": -2,
  "symbols": ["Pd", "Br", "C", "C", "C", "Br", "C", "C", "C", "C", "N", "C", "C", "O", "H", "H", "H", "H", "C", "C", "C", "C", "C", "C", "Si", "C", "C", "C", "C", "C", "C", "C", "C", "C", "C", "C", "C", "H", "H", "H", "H", "H", "H", "H", "H", "H", "H", "H", "H", "H", "H", "H", "C", "C", "C", "C", "C", "C", "C", "S", "O", "O", "N", "C", "C", "C", "O", "O", "H", "H", "H", "H", "H", "H", "H", "H", "H", "H", "H", "H", "C", "N", "C", "C", "C", "O", "N", "C", "O", "H", "H", "H", "H", "H"],
  "xyz": [[0.554, 0.685, 0.018], [0.608, -4.292, -1.765], [2.047, -3.230, -1.093], [3.325, -3.760, -1.170], [4.396, -2.966, -0.823], [6.144, -3.756, -0.913], [4.254, -1.613, -0.455], [5.327, -0.728, -0.166], [5.019, 0.618, 0.107], [3.718, 1.045, 0.120], [2.663, 0.220, -0.107], [2.927, -1.105, -0.395], [1.777, -1.920, -0.647], [0.573, -1.450, -0.507], [3.474, -4.775, -1.510], [6.346, -1.085, -0.180], [5.806, 1.335, 0.310], [3.477, 2.080, 0.322], [-7.083, -0.543, 1.539], [-6.677, -1.870, 1.468], [-5.341, -2.173, 1.251], [-4.379, -1.170, 1.089], [-4.816, 0.154, 1.126], [-6.149, 0.467, 1.365], [-2.574, -1.650, 0.799], [-2.205, -3.117, 1.905], [-1.125, -3.942, 1.588], [-0.748, -4.982, 2.427], [-1.443, -5.209, 3.606], [-2.510, -4.388, 3.947], [-2.883, -3.349, 3.104], [-2.431, -2.131, -0.999], [-1.953, -1.300, -2.013], [-1.971, -1.718, -3.336], [-2.472, -2.968, -3.672], [-2.954, -3.806, -2.678], [-2.929, -3.387, -1.355], [-8.122, -0.299, 1.725], [-7.400, -2.668, 1.592], [-5.039, -3.215, 1.217], [-4.109, 0.954, 0.949], [-6.456, 1.505, 1.407], [-0.561, -3.756, 0.683], [0.099, -5.602, 2.158], [-1.149, -6.018, 4.265], [-3.048, -4.552, 4.874], [-3.712, -2.711, 3.388], [-1.548, -0.329, -1.765], [-1.569, -1.068, -4.103], [-2.468, -3.296, -4.705], [-3.330, -4.792, -2.928], [-3.287, -4.065, -0.586], [-6.010, 1.362, -3.311], [-5.208, 2.298, -2.450], [-5.813, 3.074, -1.469], [-5.054, 3.875, -0.625], [-3.680, 3.920, -0.786], [-3.057, 3.182, -1.785], [-3.824, 2.374, -2.603], [-2.693, 4.901, 0.315], [-3.595, 5.466, 1.285], [-1.876, 5.754, -0.505], [-1.677, 3.923, 1.117], [-2.217, 2.957, 2.084], [-1.301, 1.747, 2.261], [-1.320, 0.817, 1.052], [-1.593, -0.479, 1.435], [-1.676, 1.215, -0.082], [-7.066, 1.379, -3.037], [-5.646, 0.339, -3.200], [-5.925, 1.627, -4.367], [-6.888, 3.025, -1.339], [-5.514, 4.457, 0.163], [-1.981, 3.196, -1.906], [-3.332, 1.763, -3.350], [-0.980, 3.501, 0.501], [-3.216, 2.631, 1.780], [-2.313, 3.462, 3.046], [-1.676, 1.172, 3.107], [-0.281, 2.063, 2.492], [1.452, 5.445, -2.359], [1.549, 4.780, -1.075], [1.967, 5.466, 0.029], [1.978, 4.905, 1.242], [1.484, 3.538, 1.402], [1.445, 3.006, 2.511], [1.037, 2.888, 0.276], [1.071, 3.464, -0.958], [0.695, 2.895, -1.982], [2.266, 6.166, -2.450], [0.494, 5.960, -2.460], [1.536, 4.698, -3.142], [2.288, 6.485, -0.152], [2.315, 5.441, 2.116]]
}

No. 8
{
  "formula": "C3H6F2N2",
  "method": "wB97M-V/def2-TZVPD",
  "spin_multiplicity": 1,
  "e_tot_ha": -427.0103,
  "smiles": "N[C@H]1[C@H](N)C1(F)F",
  "symbols": ["C", "C", "C", "H", "H", "H", "H", "H", "H", "N", "N", "F", "F"],
  "xyz": [[0.547, -0.166, -0.624], [-0.301, -0.441, 0.576], [-0.205, 0.970, 0.053], [2.301, 0.852, -0.365], [1.873, -0.898, 0.609], [0.122, -0.675, -1.511], [0.022, -0.386, 1.753], [-1.666, -1.677, -0.144], [-2.174, -0.029, -0.240], [1.887, -0.297, -0.356], [-1.712, -0.741, 0.249], [-1.335, 1.628, -0.561], [0.639, 1.858, 0.561]]
}